{
  "formula": "C2H4BrNS",
  "method": "ωB97M-V/def2-TZVPD",
  "elements": ["H", "Br", "N", "H", "C", "H", "H", "S", "C"],
  "coordinates": [[0.9634, -0.5777, 0.0324], [-0.5439, 0.0223, -3.5029], [-0.3573, -2.5515, -2.1369], [0.9814, 0.5408, 2.2194], [0.0420, 0.9948, 1.7857], [-0.0788, 2.0101, 1.9467], [-0.7568, 0.6152, 2.2931], [0.1571, 0.4962, 0.0236], [-0.4071, -1.5502, -2.6611]],
  "lumo_ev": 0.360,
  "smiles": "N#CBr.CS",
  "e_homo_ev": -9.147,
  "de_lowest_kcal_mol": 21.4,
  "homo_lumo_gap_ev": 9.51
}

***

{
  "formula": "C31H31Br3F10O30",
  "method": "ωB97M-V/def2-TZVPD",
  "elements": ["C", "H", "C", "C", "F", "C", "C", "H", "H", "H", "H", "C", "H", "F", "H", "F", "O", "O", "C", "H", "C", "H", "C", "H", "O", "C", "C", "O", "O", "C", "H", "C", "O", "Br", "H", "O", "C", "H", "C", "H", "O", "H", "H", "C", "C", "H", "O", "F", "O", "C", "F", "O", "H", "F", "H", "Br", "H", "F", "F", "H", "O", "H", "O", "H", "C", "O", "O", "H", "O", "O", "C", "O", "H", "O", "O", "O", "H", "O", "C", "H", "F", "O", "C", "O", "C", "C", "H", "O", "F", "O", "O", "O", "C", "C", "C", "C", "C", "C", "Br", "C", "O", "H", "O", "H", "H"],
  "coordinates": [[11.1961, 14.9325, 16.1857], [12.0850, 15.4871, 15.8667], [14.7131, 12.8217, 13.1850], [11.9241, 9.8276, 14.8778], [12.6550, 8.1724, 11.7511], [16.8872, 11.5314, 9.4574], [13.5436, 7.2084, 9.7491], [15.7312, 12.3140, 20.2183], [12.4945, 9.1529, 10.0330], [12.5231, 9.4490, 14.0235], [14.2031, 14.9490, 7.8835], [8.9942, 16.8604, 12.7536], [9.3178, 17.8615, 13.0871], [15.7081, 14.1027, 11.2343], [17.1957, 15.8999, 9.4731], [17.0209, 14.1940, 14.1105], [16.7095, 11.3770, 10.8657], [14.7036, 12.6866, 17.2618], [10.6124, 14.0100, 15.1529], [13.2450, 12.1469, 18.5868], [10.1949, 15.3237, 11.5448], [8.9955, 17.7404, 10.7908], [19.3212, 15.4725, 13.4217], [15.0118, 10.7858, 19.4590], [15.8108, 17.2523, 8.9280], [16.9819, 17.4450, 10.8973], [13.2344, 11.9953, 11.6179], [13.6896, 11.8455, 12.8711], [13.7559, 17.2384, 9.7865], [10.9916, 12.8569, 17.0919], [19.8499, 13.7451, 15.5360], [14.2193, 12.6346, 18.6328], [19.5030, 15.5452, 14.7244], [14.5732, 15.9903, 16.4073], [14.3281, 13.2998, 14.1198], [11.3871, 13.5925, 7.7080], [18.2678, 13.6980, 14.2070], [7.5000, 16.7721, 10.9758], [15.4416, 8.2597, 10.3812], [10.3557, 15.5676, 16.5106], [18.1095, 11.0572, 12.6037], [15.6532, 12.3127, 13.4244], [18.8468, 11.8558, 8.5248], [15.9701, 12.2311, 17.1466], [14.9740, 17.2739, 9.9545], [16.8704, 10.5680, 8.9649], [11.3773, 8.9110, 16.8964], [14.1099, 13.8281, 19.1517], [14.3669, 9.0874, 10.6238], [12.5683, 9.6222, 17.0292], [12.1846, 15.3057, 6.5873], [13.5101, 12.9866, 8.2026], [18.2359, 12.6278, 14.2579], [11.5512, 13.5952, 14.2788], [11.4414, 15.4107, 8.4111], [13.0677, 17.4255, 14.0181], [10.1244, 8.6394, 15.4313], [17.4010, 18.7083, 11.1847], [8.1357, 16.2070, 13.5359], [14.1356, 18.4572, 16.0664], [11.0141, 11.9124, 17.8005], [17.8311, 17.5236, 8.8882], [18.9451, 14.1736, 13.0700], [16.0593, 12.1403, 9.1322], [13.3816, 14.4058, 8.3689], [11.6335, 14.0170, 17.2808], [14.9491, 7.1433, 9.8705], [14.1745, 14.7225, 12.2938], [19.5022, 16.3356, 12.6075], [12.7834, 10.2582, 15.9302], [13.1824, 8.4568, 10.4902], [9.2700, 15.7886, 10.7152], [13.2474, 7.2263, 8.7119], [16.6476, 12.1515, 16.1191], [16.4378, 11.8358, 18.3150], [13.2462, 9.6988, 18.0397], [11.3623, 10.6970, 14.5627], [13.5913, 13.2379, 11.1422], [12.3012, 12.5731, 7.8180], [13.2940, 14.6199, 9.4227], [11.6902, 7.3825, 15.2055], [18.8148, 11.8125, 10.5734], [14.6019, 13.7745, 11.9890], [12.0695, 11.4481, 7.5984], [15.3310, 11.8315, 19.3167], [11.1887, 8.6725, 15.5601], [9.6945, 14.2365, 14.6250], [10.2614, 12.8720, 15.9320], [18.0884, 13.5364, 9.3379], [15.6153, 17.3893, 11.1508], [10.1897, 16.1044, 12.6879], [10.9405, 14.3965, 11.4077], [17.8920, 11.3834, 11.4768], [12.0575, 14.7945, 7.7988], [14.4816, 17.6461, 15.4275], [8.5316, 16.8625, 11.2886], [17.1301, 17.0002, 9.4823], [18.9954, 14.3878, 15.3405], [16.1462, 18.2064, 14.7256], [18.2036, 12.1716, 9.3672], [16.6249, 8.4545, 10.3796], [18.4762, 14.7068, 16.2139], [12.5960, 11.2051, 11.0035], [17.5022, 16.7820, 11.5774], [13.0768, 6.3251, 10.2373]],
  "lumo_ev": -0.418,
  "e_homo_ev": -10.733,
  "homo_lumo_gap_ev": 10.31
}

***

{
  "formula": "C6H15N",
  "method": "ωB97M-V/def2-TZVPD",
  "elements": ["H", "C", "H", "H", "C", "H", "H", "C", "H", "H", "C", "C", "H", "H", "H", "N", "H", "H", "H", "H", "C", "H"],
  "coordinates": [[-3.0829, 2.4597, 1.1523], [-2.0369, 2.1233, 1.3137], [-0.1897, -2.5360, -0.5068], [-2.0447, 0.8004, -0.4982], [2.0274, -1.6742, -1.4519], [2.0320, -0.5707, 0.3773], [-0.2127, 0.2814, 1.0450], [0.2885, -2.0602, 0.3482], [-2.2051, 1.3744, 2.0673], [-0.5904, -1.6047, 0.8453], [-0.0291, 1.0440, 0.2796], [-1.4816, 1.5849, 0.0118], [0.7577, -2.6586, 1.1187], [-1.4843, 2.4026, -0.7131], [1.0211, 0.5589, -1.5027], [0.5042, 0.1520, -0.7326], [2.4006, -2.6148, -1.0525], [-1.5002, 3.0154, 1.6144], [0.5857, 1.9155, 0.5274], [2.7973, -1.0250, -1.8864], [1.2774, -1.0205, -0.2760], [1.1656, -1.9479, -2.0808]],
  "total_charge": -1,
  "multiplicity": 2,
  "lumo_ev": [3.796, 3.712],
  "e_homo_ev": [1.574, -4.774],
  "de_lowest_kcal_mol": 20.9,
  "homo_lumo_gap_ev": [2.22, 8.49]
}

***

Which formula does entry 3 have?
C6H15N

***

What did the first record say?
{
  "formula": "C2H4BrNS",
  "method": "ωB97M-V/def2-TZVPD",
  "elements": ["H", "Br", "N", "H", "C", "H", "H", "S", "C"],
  "coordinates": [[0.9634, -0.5777, 0.0324], [-0.5439, 0.0223, -3.5029], [-0.3573, -2.5515, -2.1369], [0.9814, 0.5408, 2.2194], [0.0420, 0.9948, 1.7857], [-0.0788, 2.0101, 1.9467], [-0.7568, 0.6152, 2.2931], [0.1571, 0.4962, 0.0236], [-0.4071, -1.5502, -2.6611]],
  "lumo_ev": 0.360,
  "smiles": "N#CBr.CS",
  "e_homo_ev": -9.147,
  "de_lowest_kcal_mol": 21.4,
  "homo_lumo_gap_ev": 9.51
}